(1)
A single C19H23N5S molecule in a non-equilibrium geometry. Source: the Open Molecules 2025 dataset; level of theory: wB97M-V/def2-TZVPD.

```
48
Properties=species:S:1:pos:R:3:forces:R:3:mulliken_charge:R:1
C 2.896 3.348 -0.151 0.0 -0.1 0.0 -1.80
H 2.062 4.034 -0.274 -0.1 0.1 0.0 0.44
H 3.682 3.618 -0.852 0.1 -0.1 -0.1 0.46
H 3.273 3.451 0.862 0.0 0.1 0.0 0.41
C 2.446 1.909 -0.415 0.7 0.2 -0.4 1.32
N 1.414 1.592 0.569 -1.1 -0.7 0.4 1.13
C 0.494 0.596 0.696 0.3 0.7 0.0 -0.63
N -0.122 0.764 1.845 -0.4 -0.8 -0.5 0.20
N 0.409 1.837 2.409 -0.2 0.3 0.9 -1.25
N 1.311 2.334 1.679 0.8 0.8 -0.2 -0.19
C 0.179 -0.542 -0.228 -0.2 0.0 -0.2 0.20
N -1.177 -1.027 -0.016 0.4 -0.2 0.0 0.22
C -2.232 -0.172 -0.325 -0.4 0.2 -0.3 0.69
C -2.060 0.959 -1.130 0.2 0.0 0.0 -0.48
C -3.122 1.767 -1.486 -0.1 0.0 0.0 -0.92
C -4.399 1.477 -1.048 -0.1 0.1 0.0 -0.68
C -4.586 0.362 -0.252 0.1 0.1 -0.1 -0.67
C -3.535 -0.461 0.115 -0.1 0.0 0.1 1.04
C -3.824 -1.644 0.999 0.1 -0.2 0.0 -1.11
C -2.705 -2.666 0.902 0.0 0.1 0.2 -1.06
C -1.381 -1.944 1.090 -0.1 -0.4 0.1 -0.25
H -1.370 -1.407 2.048 0.0 -0.1 0.0 0.26
H -0.563 -2.668 1.089 -0.1 0.1 0.0 0.32
H -2.717 -3.140 -0.082 0.0 -0.1 0.0 0.33
H -2.817 -3.442 1.661 0.0 0.0 0.0 0.41
H -3.914 -1.298 2.034 0.0 -0.1 0.0 0.34
H -4.781 -2.089 0.719 0.0 0.1 0.0 0.46
H -5.578 0.118 0.104 -0.1 -0.1 0.0 0.40
H -5.233 2.107 -1.318 -0.1 0.1 0.0 0.38
H -2.941 2.633 -2.107 0.0 0.1 0.0 0.43
H -1.085 1.238 -1.494 0.1 0.0 0.0 0.33
C 1.216 -1.611 -0.051 0.2 -0.3 -0.4 -0.82
C 1.922 -1.945 1.065 -0.2 0.2 -0.2 0.14
C 2.835 -2.999 0.844 0.1 -0.1 -0.1 -0.72
C 2.812 -3.450 -0.435 -0.2 0.1 -0.3 -0.59
S 1.674 -2.598 -1.401 0.1 0.1 0.6 -0.19
H 3.393 -4.234 -0.878 0.2 -0.2 0.0 0.49
H 3.478 -3.399 1.607 0.1 -0.1 0.1 0.43
H 1.790 -1.458 2.015 -0.1 0.2 0.2 0.53
H 0.234 -0.211 -1.270 0.0 0.1 0.2 0.70
C 3.622 0.949 -0.209 -0.1 0.1 0.0 -1.32
H 3.998 1.027 0.809 0.0 0.0 0.1 0.37
H 3.323 -0.080 -0.390 0.0 -0.1 0.0 0.23
H 4.424 1.203 -0.896 0.1 0.0 -0.1 0.43
C 1.905 1.802 -1.842 -0.1 0.0 0.2 -1.53
H 0.944 2.305 -1.928 -0.1 0.1 0.0 0.34
H 1.806 0.768 -2.162 0.0 -0.1 -0.1 0.29
H 2.601 2.290 -2.519 0.1 0.0 0.0 0.49
```
Positions in Å, forces in eV/Å.

## Properties
structure (SMILES) = CC(C)(C)n1nnnc1[C@@H](c1cccs1)N1CCCc2ccccc21
energy relative to the best compared isomer or geometry (same formula, charge and spin) = 32.09 kcal/mol
charge = 0

---

(2)
A single C19H23NO3S molecule in a non-equilibrium geometry. Source: the Open Molecules 2025 dataset; level of theory: wB97M-V/def2-TZVPD.

```
47
Properties=species:S:1:pos:R:3:forces:R:3:mulliken_charge:R:1
C -5.806 -1.705 -0.067 -0.1 0.0 0.0 -1.50
C -4.746 -0.648 -0.080 0.1 0.0 0.0 0.97
C -4.422 0.044 1.080 0.0 -0.1 0.0 -0.77
C -3.452 1.028 1.072 0.1 0.1 -0.1 -0.23
C -2.781 1.350 -0.103 -0.5 -0.2 0.0 0.55
C -3.111 0.668 -1.270 0.0 0.1 0.1 -0.34
C -4.078 -0.319 -1.254 0.0 0.0 0.0 -0.69
H -4.318 -0.844 -2.167 0.0 -0.1 -0.1 0.37
H -2.588 0.903 -2.184 0.1 0.0 -0.1 0.35
C -1.688 2.353 -0.111 0.8 -0.6 0.1 -1.49
H -1.667 2.981 0.775 0.0 0.1 0.1 0.43
H -1.679 2.967 -1.008 0.1 0.1 -0.1 0.47
S -0.059 1.498 -0.139 0.2 0.6 0.4 1.20
O 0.063 0.796 -1.397 -0.4 -0.2 -0.2 -0.80
O 0.940 2.490 0.149 -0.1 0.2 0.3 -0.61
C -0.080 0.290 1.231 -0.3 0.5 -0.6 -0.83
C -0.693 -1.047 0.842 0.0 -0.4 0.0 -0.18
C 0.376 -2.073 0.444 -0.6 0.5 -0.1 0.17
O 0.610 -3.057 1.116 0.2 -0.4 0.3 -0.69
N 0.989 -1.777 -0.711 0.2 0.0 -0.4 0.08
H 0.782 -0.889 -1.155 -0.1 -0.2 0.1 0.35
C 2.125 -2.531 -1.195 0.1 -0.2 0.3 -0.99
H 1.873 -3.595 -1.167 0.1 0.1 -0.1 0.39
H 2.303 -2.230 -2.228 0.0 0.0 0.0 0.48
C 3.377 -2.292 -0.333 -0.1 0.0 -0.1 -1.24
C 3.587 -0.827 -0.071 0.1 -0.1 0.0 0.60
C 3.443 -0.315 1.212 0.1 0.0 0.0 -0.31
C 3.603 1.038 1.456 0.1 0.1 0.1 -0.31
C 3.900 1.900 0.416 0.1 0.0 0.1 -0.46
C 4.042 1.400 -0.867 0.1 0.1 -0.1 -0.60
C 3.889 0.048 -1.108 0.0 0.0 0.0 -0.29
H 4.007 -0.336 -2.111 0.0 0.0 -0.1 0.37
H 4.271 2.069 -1.683 0.0 0.1 -0.1 0.39
H 4.013 2.956 0.603 0.0 0.1 0.0 0.40
H 3.491 1.421 2.460 0.0 0.0 0.1 0.37
H 3.210 -0.989 2.026 0.0 -0.1 0.1 0.32
H 3.247 -2.817 0.614 0.1 0.0 0.0 0.40
H 4.241 -2.717 -0.849 0.0 -0.1 0.0 0.44
H -1.378 -0.914 0.005 -0.1 -0.1 0.1 0.14
H -1.249 -1.463 1.684 0.1 0.0 -0.1 0.50
H -0.632 0.785 2.024 0.0 0.1 0.1 0.61
H 0.965 0.201 1.527 0.0 0.2 0.0 0.11
H -3.218 1.557 1.985 0.0 0.1 0.1 0.40
H -4.935 -0.192 2.001 -0.1 0.0 0.1 0.39
H -5.664 -2.409 -0.882 0.0 -0.1 0.0 0.37
H -5.800 -2.247 0.876 0.0 -0.1 0.0 0.37
H -6.789 -1.246 -0.183 -0.1 0.0 0.0 0.30
```
Positions in Å, forces in eV/Å.

## Properties
structure (SMILES) = Cc1ccc(CS(=O)(=O)CCC(=O)NCCc2ccccc2)cc1
energy relative to the best compared isomer or geometry (same formula, charge and spin) = 0.00 kcal/mol
charge = 0

---

(3)
A single C19H23NO4 molecule in a non-equilibrium geometry. Source: the Open Molecules 2025 dataset; level of theory: wB97M-V/def2-TZVPD.

```
47
Properties=species:S:1:pos:R:3:forces:R:3:mulliken_charge:R:1
C -1.041 -2.533 0.305 0.2 -0.1 -0.4 -0.48
C -0.891 -2.644 -1.208 -0.5 -0.1 0.3 -0.39
O 0.461 -2.582 -1.624 0.5 0.3 -0.1 -0.53
C 1.049 -1.340 -1.495 -0.1 -0.1 0.1 0.52
C 0.748 -0.321 -2.379 0.0 -0.2 0.1 -0.48
C 1.355 0.918 -2.262 0.1 0.0 0.0 -0.60
C 2.280 1.147 -1.257 0.1 0.0 -0.3 0.16
C 2.595 0.123 -0.374 0.1 -0.2 0.0 -0.37
C 1.992 -1.124 -0.471 -0.2 -0.1 -0.2 0.60
O 2.238 -2.185 0.337 -0.2 0.0 -0.3 -0.48
C 2.980 -2.003 1.526 0.1 0.1 0.5 -0.53
C 2.173 -1.301 2.615 0.1 -0.1 -0.4 -0.54
H 2.794 -1.149 3.493 0.1 0.0 0.1 0.38
H 1.801 -0.338 2.271 0.0 0.1 0.0 0.04
H 1.318 -1.914 2.891 -0.1 -0.1 0.1 0.24
H 3.233 -3.019 1.841 0.1 0.2 -0.1 0.37
H 3.916 -1.468 1.324 -0.1 -0.1 0.0 0.32
H 3.306 0.327 0.411 0.1 0.0 0.2 0.38
C 2.848 2.523 -1.040 -0.2 -0.1 0.2 -1.28
H 2.715 3.125 -1.941 0.1 0.0 0.0 0.36
H 3.913 2.477 -0.809 0.1 0.1 -0.1 0.35
C 2.110 3.190 0.138 0.2 0.1 0.0 -0.71
N 0.682 3.025 0.013 0.0 0.3 -0.1 -0.13
C 0.028 2.042 0.689 0.0 0.2 0.1 0.61
O 0.524 1.461 1.640 0.0 -0.1 0.2 -0.73
C -1.330 1.763 0.195 -0.5 -0.4 0.1 -0.44
C -2.111 0.873 0.823 0.5 0.6 -0.3 -0.36
C -3.416 0.471 0.397 -0.6 -0.7 0.6 0.29
C -4.297 -0.421 0.966 0.7 0.6 -0.3 -0.65
C -5.430 -0.452 0.129 -0.1 0.3 -0.6 -0.45
C -5.165 0.418 -0.888 -0.7 -0.6 0.3 -0.52
O -3.959 0.978 -0.738 0.4 0.3 -0.1 -0.32
H -5.739 0.710 -1.745 0.0 0.1 -0.1 0.47
H -6.318 -1.035 0.260 -0.2 -0.1 0.0 0.44
H -4.144 -0.975 1.869 0.1 -0.1 0.2 0.56
H -1.742 0.408 1.727 0.1 0.0 0.0 0.47
H -1.663 2.260 -0.704 -0.1 0.0 -0.1 0.41
H 0.262 3.381 -0.832 -0.1 -0.1 0.1 0.27
H 2.389 2.709 1.078 0.0 0.1 -0.1 0.36
H 2.355 4.255 0.191 0.0 -0.1 0.1 0.38
H 1.103 1.704 -2.960 0.0 0.1 -0.1 0.39
H 0.027 -0.505 -3.161 -0.1 -0.1 -0.1 0.57
H -1.480 -1.854 -1.698 0.1 -0.1 0.0 0.24
H -1.245 -3.617 -1.557 0.0 0.1 0.0 0.36
H -0.453 -3.308 0.789 0.0 -0.1 0.1 0.30
H -0.685 -1.563 0.645 0.0 0.1 0.1 -0.28
H -2.087 -2.642 0.582 -0.1 0.0 0.0 0.43
```
Positions in Å, forces in eV/Å.

## Properties
structure (SMILES) = CCOc1ccc(CCNC(=O)/C=C/c2ccco2)cc1OCC
energy relative to the best compared isomer or geometry (same formula, charge and spin) = 47.33 kcal/mol
charge = 0

---

Copy entry 2 word for word.
A single C19H23NO3S molecule in a non-equilibrium geometry. Source: the Open Molecules 2025 dataset; level of theory: wB97M-V/def2-TZVPD.

```
47
Properties=species:S:1:pos:R:3:forces:R:3:mulliken_charge:R:1
C -5.806 -1.705 -0.067 -0.1 0.0 0.0 -1.50
C -4.746 -0.648 -0.080 0.1 0.0 0.0 0.97
C -4.422 0.044 1.080 0.0 -0.1 0.0 -0.77
C -3.452 1.028 1.072 0.1 0.1 -0.1 -0.23
C -2.781 1.350 -0.103 -0.5 -0.2 0.0 0.55
C -3.111 0.668 -1.270 0.0 0.1 0.1 -0.34
C -4.078 -0.319 -1.254 0.0 0.0 0.0 -0.69
H -4.318 -0.844 -2.167 0.0 -0.1 -0.1 0.37
H -2.588 0.903 -2.184 0.1 0.0 -0.1 0.35
C -1.688 2.353 -0.111 0.8 -0.6 0.1 -1.49
H -1.667 2.981 0.775 0.0 0.1 0.1 0.43
H -1.679 2.967 -1.008 0.1 0.1 -0.1 0.47
S -0.059 1.498 -0.139 0.2 0.6 0.4 1.20
O 0.063 0.796 -1.397 -0.4 -0.2 -0.2 -0.80
O 0.940 2.490 0.149 -0.1 0.2 0.3 -0.61
C -0.080 0.290 1.231 -0.3 0.5 -0.6 -0.83
C -0.693 -1.047 0.842 0.0 -0.4 0.0 -0.18
C 0.376 -2.073 0.444 -0.6 0.5 -0.1 0.17
O 0.610 -3.057 1.116 0.2 -0.4 0.3 -0.69
N 0.989 -1.777 -0.711 0.2 0.0 -0.4 0.08
H 0.782 -0.889 -1.155 -0.1 -0.2 0.1 0.35
C 2.125 -2.531 -1.195 0.1 -0.2 0.3 -0.99
H 1.873 -3.595 -1.167 0.1 0.1 -0.1 0.39
H 2.303 -2.230 -2.228 0.0 0.0 0.0 0.48
C 3.377 -2.292 -0.333 -0.1 0.0 -0.1 -1.24
C 3.587 -0.827 -0.071 0.1 -0.1 0.0 0.60
C 3.443 -0.315 1.212 0.1 0.0 0.0 -0.31
C 3.603 1.038 1.456 0.1 0.1 0.1 -0.31
C 3.900 1.900 0.416 0.1 0.0 0.1 -0.46
C 4.042 1.400 -0.867 0.1 0.1 -0.1 -0.60
C 3.889 0.048 -1.108 0.0 0.0 0.0 -0.29
H 4.007 -0.336 -2.111 0.0 0.0 -0.1 0.37
H 4.271 2.069 -1.683 0.0 0.1 -0.1 0.39
H 4.013 2.956 0.603 0.0 0.1 0.0 0.40
H 3.491 1.421 2.460 0.0 0.0 0.1 0.37
H 3.210 -0.989 2.026 0.0 -0.1 0.1 0.32
H 3.247 -2.817 0.614 0.1 0.0 0.0 0.40
H 4.241 -2.717 -0.849 0.0 -0.1 0.0 0.44
H -1.378 -0.914 0.005 -0.1 -0.1 0.1 0.14
H -1.249 -1.463 1.684 0.1 0.0 -0.1 0.50
H -0.632 0.785 2.024 0.0 0.1 0.1 0.61
H 0.965 0.201 1.527 0.0 0.2 0.0 0.11
H -3.218 1.557 1.985 0.0 0.1 0.1 0.40
H -4.935 -0.192 2.001 -0.1 0.0 0.1 0.39
H -5.664 -2.409 -0.882 0.0 -0.1 0.0 0.37
H -5.800 -2.247 0.876 0.0 -0.1 0.0 0.37
H -6.789 -1.246 -0.183 -0.1 0.0 0.0 0.30
```
Positions in Å, forces in eV/Å.

## Properties
structure (SMILES) = Cc1ccc(CS(=O)(=O)CCC(=O)NCCc2ccccc2)cc1
energy relative to the best compared isomer or geometry (same formula, charge and spin) = 0.00 kcal/mol
charge = 0

---

Q: energy relative to the best compared isomer or geometry (same formula, charge and spin) of number 1 (C19H23N5S)?
A: 32.09 kcal/mol